# C33H61NO27

A 10-piece molecular cluster, C33H61NO27 overall in a non-equilibrium geometry (ωB97M-V/def2-TZVPD, OMol25).

Positions of all 122 atoms, in Å:
O (8.0120, 20.9390, 2.6050)
O (13.3690, 25.3230, -0.7020)
O (6.9050, 21.3180, 0.5920)
O (11.7240, 25.5390, 3.6920)
O (12.6740, 18.2210, 1.9590)
O (8.2260, 23.0180, 1.7170)
O (16.1130, 22.1330, -0.7100)
O (13.7090, 23.0320, 4.4740)
O (11.7670, 23.7560, -0.3010)
O (7.4000, 26.8000, -0.1850)
O (15.5950, 19.4170, 0.8940)
O (10.9750, 24.4100, -3.0580)
O (14.6090, 21.5830, -2.2330)
O (16.2060, 23.1530, -2.9790)
O (13.7540, 23.5490, 0.4880)
O (10.3660, 23.8690, 4.6980)
O (13.6440, 22.0770, 6.5070)
O (10.6080, 19.4440, 1.7380)
O (10.3830, 22.4840, -4.3510)
O (9.8400, 27.0760, 0.0850)
O (9.1330, 23.3910, -2.4700)
O (15.7670, 22.8600, 5.7880)
O (12.2010, 25.0780, 5.8720)
O (17.6910, 19.5580, 1.2920)
O (12.2110, 19.9810, 3.3860)
O (16.9970, 19.0730, -0.7980)
O (8.4630, 27.7540, 1.7530)
N (9.8150, 14.0710, 0.0760)
C (8.3130, 23.8520, 0.5310)
C (7.1960, 27.7840, 2.3610)
C (17.5470, 20.8740, 3.4260)
C (15.5400, 19.8740, 2.2510)
C (10.0860, 26.4710, -1.1910)
C (14.3940, 22.6530, 5.5780)
C (11.8360, 19.1950, 2.3430)
C (13.9550, 21.5930, -3.5010)
C (11.4200, 24.8440, 4.7580)
C (7.4390, 19.6530, 2.6250)
C (8.5730, 27.2210, 0.5690)
C (15.6510, 22.3410, -1.9740)
C (9.7350, 15.0080, -0.6080)
C (11.7210, 22.5550, 0.3270)
C (16.7710, 19.3200, 0.4000)
C (9.1360, 18.6280, -1.3250)
C (17.2800, 22.8060, -0.3000)
C (14.3290, 24.0570, 3.6720)
C (11.4420, 21.0210, 3.9090)
C (14.1550, 21.7240, 7.7220)
C (11.0480, 25.3410, 2.5240)
C (11.0410, 21.5200, -0.5210)
C (8.1670, 22.3520, -2.5850)
C (11.9760, 24.7220, -3.9930)
C (7.7640, 21.7570, 1.6430)
C (12.0560, 24.3250, 7.1080)
C (12.9520, 24.2770, -0.2000)
C (13.1770, 22.3050, 0.8330)
C (9.0470, 17.3030, -0.6390)
C (12.2560, 17.4520, 0.8980)
C (9.7130, 16.2150, -1.4390)
C (17.0280, 19.7100, 2.5680)
C (10.1600, 23.3950, -3.3120)
H (15.2030, 23.6690, 3.2020)
H (18.1620, 22.3630, -0.8020)
H (7.7800, 22.2620, -3.5620)
H (8.6930, 21.4000, -2.4640)
H (9.3970, 17.3900, 0.3920)
H (17.1340, 18.7390, 3.0970)
H (6.3970, 28.2830, 1.7940)
H (9.3400, 15.9990, -2.4560)
H (10.0000, 25.4220, 2.6510)
H (14.5700, 24.9400, 4.2460)
H (11.0950, 22.5680, 1.2050)
H (9.9170, 21.4530, -0.4040)
H (12.9870, 24.9430, -3.5820)
H (11.5350, 25.5380, -4.5250)
H (14.4460, 21.1670, -4.3990)
H (18.5200, 20.6810, 3.8330)
H (17.3680, 22.7470, 0.7780)
H (11.2440, 21.5090, -1.5820)
H (11.3970, 26.1430, 1.9140)
H (11.5880, 23.3480, 6.9760)
H (13.4330, 21.1550, 8.3730)
H (13.6830, 21.5620, 0.2120)
H (6.7790, 26.7600, 2.5610)
H (12.0700, 23.8600, -4.7290)
H (12.9810, 21.1200, -3.3960)
H (11.2700, 24.8760, 7.6480)
H (8.7070, 24.8190, 0.8120)
H (12.9160, 24.2040, 7.7370)
H (10.0370, 25.3440, -1.1050)
H (15.2920, 20.9640, 2.3880)
H (11.4260, 16.8380, 1.2000)
H (8.4570, 19.3970, -0.8200)
H (7.3000, 24.0180, 0.1460)
H (16.9080, 21.2610, 4.1760)
H (10.7380, 16.4750, -1.5730)
H (14.9040, 19.2780, 2.9330)
H (11.3930, 20.5590, -0.1450)
H (11.7880, 18.0800, 0.1500)
H (13.0180, 16.7820, 0.5020)
H (7.6610, 19.0590, 1.7720)
H (10.0620, 19.0470, -1.2520)
H (7.3170, 22.4450, -1.8580)
H (14.3410, 22.6590, 8.2090)
H (17.1550, 23.8300, -0.7540)
H (17.6350, 21.7360, 2.7850)
H (11.3280, 21.8460, 3.2080)
H (7.9700, 17.0790, -0.4380)
H (6.3000, 19.7720, 2.6850)
H (9.3000, 26.8330, -1.8490)
H (7.7920, 19.1500, 3.5550)
H (13.1340, 22.1920, 1.9240)
H (7.2660, 28.3370, 3.3330)
H (11.3800, 24.4530, 1.9800)
H (10.4850, 20.6420, 4.2160)
H (15.1080, 21.2580, 7.6690)
H (8.8150, 18.6110, -2.3530)
H (13.6400, 24.4080, 2.9380)
H (13.7050, 22.5680, -3.8060)
H (11.7800, 21.5120, 4.7890)
H (11.0600, 26.7260, -1.6110)
H (8.9900, 23.3530, -0.1870)

Forces on the atoms, in the same order (eV/Å):
1.51 1.58 0.87
-1.75 -1.68 0.71
5.09 2.73 5.37
1.84 0.31 3.96
0.37 2.90 2.83
0.38 -1.88 1.09
-1.99 -0.71 -1.97
0.58 -0.57 1.91
-1.41 1.99 -1.20
7.16 2.48 4.53
-4.80 0.16 0.76
-1.11 -1.18 1.23
0.19 -0.38 0.88
-3.03 -4.58 6.60
2.21 -1.26 1.93
6.45 5.82 0.75
-1.39 0.10 -3.91
7.06 -1.79 3.22
-1.62 5.03 6.27
-1.52 1.01 2.41
0.87 0.68 -0.56
-8.23 -1.12 -1.52
-0.28 -0.12 -2.50
1.00 0.75 1.85
2.51 -2.96 -1.51
-0.54 0.49 3.29
1.52 -0.11 -0.64
-0.21 1.48 -0.97
-0.61 -1.06 -0.44
-2.39 -0.28 1.50
0.72 -0.44 -1.75
1.55 0.66 0.24
-1.25 -1.49 -0.62
7.30 1.36 1.13
-7.05 2.50 -2.12
-0.52 -0.27 -1.04
-5.35 -6.35 1.43
-2.50 -0.39 1.44
-5.50 -2.93 -6.14
3.71 3.75 -5.33
0.28 -1.89 0.64
-0.78 -3.01 1.21
1.97 -0.67 -5.43
-3.37 1.09 0.84
0.77 1.65 -2.16
0.45 0.25 0.35
-2.27 0.86 -0.72
0.29 0.11 2.68
0.06 -0.09 -2.26
-0.82 -1.57 0.07
-0.23 -1.55 0.77
1.04 -1.40 -2.17
-5.63 -1.29 -7.09
-3.43 0.20 -0.15
2.13 4.59 -2.40
-1.35 0.05 -1.05
-2.16 0.39 0.45
-1.72 -1.16 -1.76
-0.08 -0.95 0.52
0.00 -0.42 2.33
1.25 -4.40 -5.38
0.69 -0.27 -0.30
-0.40 0.04 0.44
-0.46 0.50 -1.29
-0.18 0.04 0.46
0.64 -0.16 -0.22
0.30 0.52 -0.26
0.73 -0.03 -0.37
-0.31 0.24 0.62
-1.02 -0.35 0.11
0.22 -0.06 0.55
-0.37 0.66 0.54
1.24 0.42 0.05
-1.13 -0.05 0.34
0.41 0.83 -0.54
0.53 -0.18 1.16
0.47 -0.15 0.28
-0.21 0.15 -0.02
0.38 0.46 -0.38
-0.05 0.76 -0.58
0.30 0.08 -0.61
0.50 0.41 -1.30
0.09 -0.39 0.70
0.79 0.76 -0.23
-0.07 1.08 0.94
0.23 -0.43 0.45
0.52 -0.03 0.21
0.14 -0.23 0.44
0.89 0.65 -0.54
-0.06 1.52 0.00
-0.23 -0.95 -0.84
-0.30 -0.56 0.44
0.69 -1.02 -0.49
0.41 -0.17 -0.17
-1.01 -0.37 1.05
1.02 0.30 -0.24
0.19 0.12 -0.91
-0.14 -0.13 -0.05
0.44 0.21 -0.51
0.39 0.59 0.31
0.43 -0.18 -0.80
2.82 0.98 -0.04
1.29 0.31 -0.41
0.29 0.53 0.87
0.60 -0.62 1.12
0.29 0.36 -0.57
-0.30 -0.24 -0.28
0.61 -0.17 -0.58
1.59 -0.23 -0.13
-0.02 -0.28 -0.23
-0.10 0.58 -0.77
0.60 -0.37 -0.40
0.46 -0.60 -0.93
-0.43 -0.30 0.60
-0.76 -0.12 -0.40
0.68 -0.77 -0.28
-0.03 -0.22 -0.52
-0.65 -0.40 -0.46
0.06 1.55 -0.05
1.50 -0.40 0.67
0.01 0.31 0.80
-0.61 0.45 0.30

Computed properties:
* E_HOMO: -10.018 eV
* net charge: 0
* SMILES: C[C@H]1COC(=O)O1.C[C@H]1COC(=O)O1.COC(=O)OC.COC(=O)OC.COC(=O)OC.COC(=O)OC.COC(=O)OC.COC(=O)OC.COC(=O)OC.CCCC#N
* orbital gap: 10.168 eV
* energy: -3379.8894 Ha